Record 1
14
Properties=species:S:1:pos:R:3:mulliken_charge:R:1 method="wB97M-V/def2-TZVPD" energy_ev=-28996.6113 lumo_energy_ev=0.43 smiles="OCC1=CSC=CS1" relative_energy_ev=3.345
O 2.86 -0.06 -0.77 -0.550
C 1.93 -0.68 0.20 -0.383
C 0.43 -0.45 -0.16 0.307
C -0.54 -1.30 -0.08 -0.321
S -2.24 -0.93 -0.81 -0.146
C -2.47 0.62 -0.10 -0.253
C -1.45 1.58 0.19 -0.201
S 0.08 1.24 -0.79 -0.252
H 2.51 1.05 -0.99 0.331
H 2.14 -0.05 1.11 0.217
H 2.28 -1.74 0.25 0.312
H -0.53 -2.39 0.37 0.314
H -3.32 0.66 0.63 0.295
H -1.67 2.44 0.97 0.328


Record 2
12
Properties=species:S:1:pos:R:3:mulliken_charge:R:1 method="wB97M-V/def2-TZVPD" energy_ev=-16111.3482 lumo_energy_ev=0.24 relative_energy_ev=5.190
C 0.04 0.52 1.52 -0.603
C -0.28 -1.52 0.89 -0.497
C 0.56 0.27 -0.86 -0.697
C -0.90 0.25 -0.92 -0.611
C 0.78 -0.44 0.51 0.228
S -1.49 -0.13 0.80 0.070
H 0.04 0.29 2.56 0.332
H 0.98 -0.31 -1.63 0.275
H 0.94 1.32 -0.91 0.302
H -1.19 1.17 -1.24 0.425
H -1.29 -0.52 -1.52 0.405
H 1.82 -0.89 0.80 0.371


Record 3
12
Properties=species:S:1:pos:R:3:mulliken_charge:R:1 method="wB97M-V/def2-TZVPD" energy_ev=-16116.2972 lumo_energy_ev=0.98 smiles="C=C1CC=CS1" relative_energy_ev=0.241
C -1.17 -0.90 1.50 -0.807
C -0.52 -0.15 0.67 0.427
C 0.24 -0.67 -0.53 -0.674
C 0.85 0.51 -1.22 -0.496
C 0.72 1.63 -0.55 -0.156
S -0.29 1.59 0.87 -0.172
H -1.28 -1.98 1.29 0.246
H -1.68 -0.53 2.36 0.298
H -0.44 -1.20 -1.16 0.316
H 1.00 -1.33 -0.26 0.317
H 1.41 0.44 -2.15 0.335
H 1.16 2.59 -0.83 0.364


Record 4
12
Properties=species:S:1:pos:R:3:mulliken_charge:R:1 method="wB97M-V/def2-TZVPD" energy_ev=-16111.6792 lumo_energy_ev=-0.61 relative_energy_ev=4.859
C 1.04 0.66 -1.36 -0.154
C 0.53 -0.29 -0.45 0.015
C 0.14 -0.62 0.89 0.035
C -1.06 0.32 1.09 -0.950
C 0.74 -0.53 -1.86 -0.351
S -0.78 2.03 1.41 -0.455
H 1.28 1.66 -1.59 0.419
H 0.04 -1.81 0.97 0.253
H 0.93 -0.44 1.59 0.264
H -1.78 0.12 0.22 0.271
H -1.84 -0.05 1.86 0.273
H 0.75 -1.05 -2.78 0.380